(1)
{"formula": "C2H8N", "method": "the ωB97M-V functional and the def2-TZVPD basis", "elements": ["C", "C", "N", "H", "H", "H", "H", "H", "H", "H", "H"], "xyz": [[-0.9658, -0.8257, -0.2143], [0.0029, -0.0338, 0.6426], [0.8948, 0.8348, -0.2364], [-1.1109, -1.8087, 0.2155], [-0.5166, -0.9839, -1.1911], [-1.9015, -0.3032, -0.3663], [0.6628, -0.7225, 1.1632], [-0.4244, 0.6448, 1.3733], [1.3260, 1.6137, 0.2693], [1.6740, 0.3307, -0.6603], [0.3589, 1.2539, -0.9955]], "e_above_lowest_ev": 0.122, "energy_ev": -3687.0427, "e_homo_ev": -17.663, "largest_force_ev_per_a": 0.54, "total_charge": 1, "lumo_ev": -3.96, "smiles": "CC[NH3+]", "homo_lumo_gap_ev": 13.7}



(2)
{"formula": "C2H8N2", "method": "the ωB97M-V functional and the def2-TZVPD basis", "elements": ["H", "N", "C", "N", "H", "H", "H", "C", "H", "H", "H", "H"], "xyz": [[1.5889, 1.0156, -0.2820], [1.1225, 1.4356, 0.5150], [0.3294, 0.6770, 1.1265], [-0.2223, 1.1089, 2.3130], [0.0126, -0.3393, 0.8831], [0.0925, 2.0416, 2.5242], [-1.1353, 0.8299, 2.6178], [-0.3852, -1.3354, -1.9199], [-1.1085, -0.5418, -1.8883], [-0.8525, -2.3119, -1.9815], [0.3170, -1.3672, -1.0969], [0.2409, -1.2128, -2.8110]], "e_above_lowest_ev": 0.101, "energy_ev": -5183.6371, "e_homo_ev": -9.355, "largest_force_ev_per_a": 1.30, "lumo_ev": 1.02, "smiles": "[H]/N=C/N.C", "homo_lumo_gap_ev": 10.4}



(3)
{"formula": "C2H8N2", "method": "the ωB97M-V functional and the def2-TZVPD basis", "elements": ["N", "C", "C", "N", "H", "H", "H", "H", "H", "H", "H", "H"], "xyz": [[0.3257, 0.0862, -1.6305], [-0.6724, 0.1067, -0.4924], [-0.1146, 0.2190, 0.8400], [0.6321, -0.9824, 1.2989], [0.8976, 1.0473, -1.7063], [-0.3711, -0.0001, -2.4699], [-1.0183, -0.8486, -0.6748], [-1.6196, 0.8509, -0.5611], [0.5474, 1.0851, 0.7884], [-0.9471, 0.4269, 1.6256], [0.9215, -0.7458, 2.2229], [1.4188, -1.2452, 0.7592]], "e_above_lowest_ev": 1.087, "energy_ev": -5182.6508, "e_homo_ev": -9.146, "largest_force_ev_per_a": 3.26, "lumo_ev": 1.10, "smiles": "NCCN", "homo_lumo_gap_ev": 10.2}



(4)
{"formula": "C2H8N2O", "method": "the ωB97M-V functional and the def2-TZVPD basis", "elements": ["N", "C", "C", "N", "H", "H", "H", "H", "H", "H", "O", "H", "H"], "xyz": [[-0.6431, -1.9653, 1.4691], [-0.8755, -1.0871, 0.3443], [-1.3634, 0.1833, 0.3564], [-0.8169, 0.9545, -0.7371], [-0.1868, -2.7308, 1.0613], [0.1382, -1.5966, 2.0167], [-0.2289, -1.2454, -0.5500], [-2.3757, 0.5064, 0.7927], [-0.8770, 0.3406, -1.5597], [-1.3676, 1.8253, -1.0364], [3.0729, 1.5494, -0.3891], [2.1750, 1.2198, -0.5784], [3.3488, 2.0459, -1.1899]], "e_above_lowest_ev": 2.919, "energy_ev": -7229.4084, "e_homo_ev": -8.077, "largest_force_ev_per_a": 2.75, "lumo_ev": 0.87, "smiles": "N/C=C/N.O", "homo_lumo_gap_ev": 9.0}



(5)
{"formula": "C2H8N2O", "method": "the ωB97M-V functional and the def2-TZVPD basis", "elements": ["C", "N", "C", "N", "H", "H", "H", "H", "H", "H", "O", "H", "H"], "xyz": [[-1.1009, 0.1937, 1.4295], [0.1875, -0.3211, 0.9958], [0.8744, 0.3409, 0.1706], [0.5722, 1.5715, -0.3877], [-1.2744, -0.2107, 2.4245], [-1.1879, 1.2833, 1.4717], [-1.8939, -0.1505, 0.7847], [1.8371, 0.0010, -0.2020], [-0.3342, 1.9851, -0.2696], [1.0886, 1.8330, -1.2073], [0.4711, -2.0114, -2.1028], [-0.2368, -1.8430, -1.4711], [0.9972, -2.6719, -1.6363]], "e_above_lowest_ev": 1.288, "energy_ev": -7231.0398, "e_homo_ev": -9.160, "largest_force_ev_per_a": 1.17, "lumo_ev": 0.91, "smiles": "C/N=C\\N.O", "homo_lumo_gap_ev": 10.1}



(6)
{"formula": "C2H8N2O", "method": "the ωB97M-V functional and the def2-TZVPD basis", "elements": ["C", "C", "O", "N", "N", "H", "H", "H", "H", "H", "H", "H", "H"], "xyz": [[1.1518, 0.9430, -0.3025], [0.2637, -0.2440, -0.6463], [-1.0096, 0.2506, -1.0876], [0.0018, -1.1465, 0.4519], [-1.1222, -0.4184, 1.3601], [2.1214, 0.6081, 0.0771], [0.6873, 1.5824, 0.4543], [1.3164, 1.5645, -1.1886], [0.6838, -0.7966, -1.4977], [-1.5745, -0.5355, -1.0039], [0.8625, -1.2856, 0.9883], [-1.9229, -1.0471, 1.2487], [-1.4594, 0.5252, 1.1460]], "e_above_lowest_ev": 2.796, "energy_ev": -7229.5314, "e_homo_ev": -9.210, "largest_force_ev_per_a": 3.23, "lumo_ev": 0.97, "smiles": "C[C@H](O)NN", "homo_lumo_gap_ev": 10.2}